Formula: C8H12F2
Source: OMol25
Level of theory: ωB97M-V with the def2-TZVPD basis set

Summary:
Kohn-Sham gap: 9.73 eV
LUMO level: 0.933 eV
Strongest force on any atom: 0.08075 hartree/bohr
E_HOMO: -8.79 eV
Energy relative to the best compared isomer or geometry (same formula, charge and spin): 0.000 eV
Structure (SMILES): C/C(F)=C(/C)F.CC#CC

Cartesian coordinates (Å):
C: -1.923 0.564 1.671
C: -1.313 0.978 0.396
F: -0.994 2.261 0.419
C: -1.264 0.294 -0.694
C: -0.621 0.696 -1.984
F: -1.649 -1.049 -0.853
H: -1.071 0.866 2.399
H: -2.004 -0.528 1.716
H: -2.751 1.146 1.939
H: -0.364 1.788 -2.045
H: -1.229 0.427 -2.790
H: 0.400 0.181 -2.032
C: 2.044 1.128 0.542
C: 1.583 -0.162 0.171
C: 1.306 -1.316 -0.040
C: 0.904 -2.676 -0.255
H: 1.795 1.211 1.653
H: 1.389 1.933 0.082
H: 3.219 1.365 0.400
H: 1.758 -3.212 -0.687
H: -0.049 -2.614 -0.759
H: 0.832 -3.280 0.751

Atomic partial charges in e from the Mulliken method, atoms 1 to 8: -1.098 0.428 -0.334 0.587 -1.090 -0.357 0.249 0.298

---

Formula: C18H40N2O3
Source: OMol25
Level of theory: ωB97M-V with the def2-TZVPD basis set

Summary:
Kohn-Sham gap: 8.39 eV
LUMO level: 0.533 eV
Strongest force on any atom: 0.14991 hartree/bohr
E_HOMO: -7.85 eV
Energy relative to the best compared isomer or geometry (same formula, charge and spin): 4.030 eV
Structure (SMILES): CC1(C)CCCC(C)(C)N1O.CC1(C)CCCC(C)(C)N1O.O

Cartesian coordinates (Å):
C: -8.961 -10.231 16.189
C: -10.157 -11.191 15.659
C: -9.725 -12.248 14.530
C: -10.739 -12.073 16.847
C: -11.497 -11.193 17.750
C: -12.647 -10.520 16.998
C: -12.232 -9.637 15.812
C: -13.488 -9.427 14.944
C: -11.678 -8.218 16.137
N: -11.221 -10.353 15.074
O: -10.871 -9.810 13.837
H: -8.015 -10.751 16.039
H: -9.036 -9.255 15.710
H: -8.835 -10.212 17.272
H: -9.624 -11.903 13.501
H: -8.936 -12.947 14.809
H: -10.623 -12.810 14.274
H: -11.226 -12.994 16.526
H: -9.817 -12.331 17.369
H: -11.828 -11.879 18.529
H: -10.912 -10.419 18.248
H: -13.207 -9.991 17.770
H: -13.057 -11.455 16.618
H: -14.470 -9.164 15.338
H: -13.615 -10.418 14.510
H: -13.327 -8.876 14.017
H: -10.988 -8.051 16.964
H: -12.580 -7.662 16.391
H: -11.256 -7.621 15.328
H: -11.483 -10.268 13.257
C: -0.322 -13.908 8.335
C: 0.123 -14.648 7.024
C: -0.406 -16.097 7.118
C: -0.714 -14.117 5.862
C: -0.232 -12.813 5.253
C: 1.299 -12.952 5.029
C: 2.131 -13.341 6.268
C: 3.574 -13.628 5.764
C: 2.191 -12.207 7.230
N: 1.599 -14.577 6.856
O: 2.292 -15.216 7.736
H: -1.225 -14.358 8.749
H: 0.511 -13.956 9.036
H: -0.427 -12.825 8.270
H: 0.062 -16.688 6.331
H: -0.081 -16.404 8.112
H: -1.491 -16.182 7.186
H: -0.742 -14.768 4.988
H: -1.758 -13.906 6.092
H: -0.819 -12.612 4.357
H: -0.580 -11.982 5.867
H: 1.680 -12.066 4.520
H: 1.492 -13.726 4.286
H: 4.381 -13.805 6.474
H: 3.973 -12.780 5.206
H: 3.689 -14.462 5.072
H: 2.251 -12.535 8.268
H: 1.374 -11.486 7.208
H: 2.915 -11.394 7.165
H: 2.341 -16.118 7.410
O: -5.982 -16.005 10.228
H: -5.449 -15.292 9.876
H: -6.657 -15.566 10.745

Atomic partial charges in e from the Mulliken method, atoms 1 to 8: -1.576 1.001 -1.720 -1.083 -0.787 -0.944 1.439 -1.958

---

Formula: C30H44BrClMnN2P2
Source: OMol25
Level of theory: ωB97M-V with the def2-TZVPD basis set

Summary:
Spin multiplicity: 6
Kohn-Sham gap (alpha / beta): 6.18 / 6.34 eV
LUMO level (alpha / beta): -7.124 / -7.304 eV
Strongest force on any atom: 0.09847 hartree/bohr
Net charge: +2
E_HOMO (alpha / beta): -13.31 / -13.64 eV
Energy relative to the best compared isomer or geometry (same formula, charge and spin): 0.000 eV

Cartesian coordinates (Å):
N: 4.014 -3.955 -3.458
C: 4.674 -3.171 -2.607
C: 4.054 -2.109 -1.937
C: 2.656 -1.902 -2.094
C: 2.011 -2.710 -3.072
C: 2.726 -3.734 -3.702
C: 1.879 -1.063 -1.187
Mn: 0.333 0.239 -0.090
P: -1.259 0.246 1.369
C: 0.528 -1.502 -0.773
C: 0.431 -2.610 0.238
C: -0.730 -3.390 0.242
C: -0.943 -4.310 1.264
C: -0.005 -4.427 2.309
C: 1.231 -3.760 2.210
C: 1.454 -2.868 1.152
Br: -0.427 -5.361 3.806
H: 2.478 -0.303 -0.633
H: -0.239 -1.545 -1.556
H: 4.650 -1.488 -1.273
H: 0.965 -2.555 -3.329
H: 5.734 -3.390 -2.462
H: 2.239 -4.393 -4.429
H: -1.447 -3.303 -0.570
H: 2.419 -2.356 1.056
H: -1.845 -4.914 1.267
H: 1.999 -3.908 2.968
P: -0.740 1.545 -1.752
C: -0.862 -0.721 2.891
C: -1.965 -1.093 3.896
H: -0.094 -0.124 3.403
H: -0.362 -1.641 2.534
H: -1.493 -1.170 4.886
H: -2.762 -0.348 3.978
H: -2.418 -2.071 3.680
C: -2.843 -0.544 0.861
C: -4.154 0.182 1.170
H: -2.841 -1.528 1.348
H: -2.775 -0.737 -0.224
H: -4.955 -0.288 0.580
H: -4.449 0.087 2.223
H: -4.127 1.249 0.899
C: -1.630 1.944 1.994
C: -2.514 2.117 3.230
H: -2.051 2.510 1.150
H: -0.650 2.393 2.208
H: -2.583 3.192 3.439
H: -3.540 1.756 3.089
H: -2.086 1.640 4.117
C: -1.065 3.318 -1.357
C: -1.180 4.245 -2.567
H: -0.269 3.663 -0.678
H: -1.999 3.340 -0.773
H: -0.194 4.478 -2.988
H: -1.796 3.814 -3.365
H: -1.651 5.188 -2.254
C: -2.427 0.996 -2.288
C: -2.460 -0.385 -2.934
H: -2.806 1.759 -2.989
H: -3.074 1.032 -1.396
H: -1.807 -0.426 -3.816
H: -2.145 -1.184 -2.247
H: -3.485 -0.607 -3.259
C: 0.293 1.483 -3.275
C: 1.636 2.214 -3.174
H: -0.320 1.887 -4.098
H: 0.466 0.415 -3.490
H: 2.458 1.525 -3.412
H: 1.673 3.047 -3.889
H: 1.843 2.625 -2.176
Cl: 3.989 0.708 4.259
C: 3.244 1.490 2.933
C: 3.493 2.832 2.656
C: 2.849 3.411 1.572
C: 2.022 2.640 0.765
N: 1.775 1.338 1.042
C: 2.385 0.746 2.113
H: 4.194 3.384 3.278
H: 2.972 4.466 1.323
H: 1.529 3.047 -0.124
H: 2.168 -0.301 2.302

Atomic partial charges in e from the Mulliken method, atoms 1 to 8: -0.518 -0.441 -0.659 0.190 -0.182 -0.637 -1.551 0.737

---

Formula: C8H8S
Source: OMol25
Level of theory: ωB97M-V with the def2-TZVPD basis set

Summary:
Kohn-Sham gap: 7.73 eV
LUMO level: 0.508 eV
Strongest force on any atom: 0.15219 hartree/bohr
E_HOMO: -7.22 eV
Energy relative to the best compared isomer or geometry (same formula, charge and spin): 1.243 eV
Structure (SMILES): CC1=Cc2ccsc2C1

Cartesian coordinates (Å):
C: 2.666 -0.586 0.112
C: 1.304 -0.194 0.001
C: 0.569 1.235 -0.085
C: -0.790 0.793 0.029
C: -2.107 1.433 -0.074
C: -3.170 0.581 -0.013
S: -2.556 -1.091 0.004
C: -0.921 -0.590 0.000
C: 0.294 -1.244 -0.152
H: 2.935 -1.433 -0.453
H: 2.835 -0.811 1.226
H: 3.402 0.192 -0.039
H: 0.984 2.175 0.216
H: -2.047 2.486 -0.216
H: -4.270 0.823 -0.039
H: 0.654 -1.981 0.594
H: 0.218 -1.787 -1.112

Atomic partial charges in e from the Mulliken method, atoms 1 to 8: -1.333 0.752 -1.211 0.565 -0.720 -0.302 -0.235 0.058

---

Formula: C27H32N2O7S3Tl
Source: OMol25
Level of theory: ωB97M-V with the def2-TZVPD basis set

Summary:
Kohn-Sham gap: 7.24 eV
LUMO level: -3.638 eV
Strongest force on any atom: 0.01341 hartree/bohr
Net charge: +1
E_HOMO: -10.87 eV
Energy relative to the best compared isomer or geometry (same formula, charge and spin): 0.000 eV

Cartesian coordinates (Å):
Tl: -0.507 3.339 -0.815
O: -1.346 0.877 -0.935
S: -2.565 0.053 -1.282
C: -2.111 -1.055 -2.650
C: -1.219 -2.256 -2.368
C: 0.194 -1.957 -1.860
C: 1.090 -1.346 -2.928
S: 2.781 -1.013 -2.346
O: 2.078 1.811 -0.089
C: 3.344 -2.672 -2.038
C: 3.630 -3.072 -0.738
C: 4.106 -4.354 -0.494
C: 4.279 -5.244 -1.543
C: 3.987 -4.847 -2.842
C: 3.533 -3.561 -3.092
C: -2.774 -1.131 0.035
C: -1.842 -1.191 1.055
C: -2.035 -2.099 2.089
C: -3.149 -2.925 2.092
C: -4.085 -2.844 1.067
C: -3.905 -1.938 0.034
H: -1.669 -0.365 -3.373
H: -3.078 -1.375 -3.048
H: -1.143 -2.808 -3.310
H: -1.724 -2.920 -1.665
H: 0.635 -2.899 -1.528
H: 0.168 -1.291 -0.995
H: 0.718 -0.373 -3.258
H: 1.157 -1.994 -3.803
H: 3.470 -2.384 0.083
H: 4.333 -4.660 0.520
H: 4.646 -6.243 -1.352
H: 4.130 -5.535 -3.665
H: 3.335 -3.242 -4.109
H: -0.977 -0.541 1.027
H: -1.311 -2.160 2.892
H: -3.295 -3.632 2.898
H: -4.959 -3.482 1.077
H: -4.640 -1.860 -0.760
C: 4.581 1.650 -0.033
C: 3.312 2.202 -0.582
N: 1.878 1.018 1.060
O: 2.842 0.613 1.561
C: 3.283 3.079 -1.613
C: 4.513 3.600 -2.297
N: 2.002 3.484 -2.058
O: 1.978 4.223 -3.009
H: 4.628 1.730 1.050
H: 5.420 2.184 -0.464
H: 4.669 0.590 -0.288
H: 1.021 1.860 3.488
H: 5.177 2.787 -2.587
H: 5.066 4.290 -1.659
H: 4.217 4.138 -3.193
C: -6.066 1.876 2.802
C: -4.619 2.280 2.846
C: -3.659 1.596 2.102
C: -2.327 1.966 2.148
C: -1.957 3.039 2.949
C: -2.889 3.738 3.705
C: -4.216 3.351 3.643
S: -0.273 3.497 3.042
O: -0.137 4.733 3.724
O: 0.324 2.348 3.949
O: 0.341 3.346 1.734
H: -6.223 1.025 2.141
H: -6.687 2.702 2.452
H: -6.418 1.605 3.799
H: -3.959 0.758 1.483
H: -1.583 1.419 1.579
H: -2.569 4.571 4.317
H: -4.954 3.890 4.223

Atomic partial charges in e from the Mulliken method, atoms 1 to 8: 1.056 -0.280 -0.085 -0.895 -1.034 0.274 -0.781 -0.148

---

Formula: C8F24Li2N4O16S8
Source: OMol25
Level of theory: ωB97M-V with the def2-TZVPD basis set

Summary:
Kohn-Sham gap: 7.09 eV
LUMO level: 2.914 eV
Strongest force on any atom: 0.09655 hartree/bohr
Net charge: -2
E_HOMO: -4.18 eV
Energy relative to the best compared isomer or geometry (same formula, charge and spin): 2.919 eV

Cartesian coordinates (Å):
Li: 4.903 4.018 3.892
Li: 4.369 4.666 1.577
C: 10.020 2.939 5.380
F: 10.793 3.557 6.260
F: 10.001 3.504 4.185
F: 10.437 1.687 5.235
S: 8.167 2.868 6.012
O: 7.910 4.070 6.769
O: 7.354 2.743 4.830
N: 8.204 1.662 7.262
S: 7.210 0.574 6.659
O: 5.913 1.081 6.304
O: 7.886 -0.219 5.646
C: 6.809 -0.706 8.021
F: 7.902 -1.298 8.493
F: 6.199 -0.138 9.076
F: 5.921 -1.599 7.565
C: 2.784 3.211 7.849
F: 2.895 1.912 7.593
F: 1.806 3.752 7.155
F: 2.531 3.270 9.157
S: 4.401 4.170 7.582
O: 5.398 3.411 8.267
O: 4.589 4.164 6.132
N: 4.064 5.784 8.008
S: 3.847 5.962 9.591
O: 2.437 6.220 9.896
O: 4.572 5.051 10.485
C: 4.556 7.753 10.012
F: 5.879 7.693 10.053
F: 4.092 8.579 9.066
F: 4.135 8.239 11.167
C: 1.002 4.832 2.080
F: 0.757 3.910 1.165
F: 1.759 5.821 1.623
F: -0.125 5.373 2.504
S: 1.908 3.979 3.535
O: 2.388 5.034 4.356
O: 1.007 3.010 4.079
N: 3.334 3.453 2.739
S: 3.081 1.967 2.231
O: 1.721 1.521 2.040
O: 3.917 1.765 1.066
C: 3.876 1.016 3.677
F: 3.026 1.045 4.681
F: 4.109 -0.209 3.279
F: 4.944 1.746 3.987
C: 4.716 8.086 2.143
F: 5.428 7.961 0.998
F: 4.857 9.396 2.391
F: 3.458 7.754 1.935
S: 5.503 7.131 3.522
O: 6.605 7.935 3.967
O: 4.436 7.071 4.501
N: 5.709 5.577 2.802
S: 7.297 5.651 2.464
O: 7.760 6.691 1.602
O: 8.097 5.386 3.629
C: 7.608 4.045 1.395
F: 7.246 4.225 0.129
F: 8.885 3.720 1.499
F: 6.897 3.053 1.959

Atomic partial charges in e from the Mulliken method, atoms 1 to 8: 1.556 0.728 0.414 -0.205 -0.151 -0.235 1.140 -0.740

---

Formula: C6H4BBr2F24O9P4VZr
Source: OMol25
Level of theory: ωB97M-V with the def2-TZVPD basis set

Summary:
Spin multiplicity: 3
Kohn-Sham gap: 5.85 eV
LUMO level: -4.118 eV
Strongest force on any atom: 0.16308 hartree/bohr
E_HOMO: -9.97 eV

Cartesian coordinates (Å):
Zr: 1.197 1.040 -0.504
O: -4.010 -3.148 -0.539
V: -2.960 -4.100 0.086
P: 0.692 3.828 0.545
F: 0.005 2.456 0.617
F: 0.985 3.455 -1.023
F: -0.609 4.580 0.086
F: 1.761 5.069 0.493
F: 0.277 4.148 2.130
F: 1.882 2.815 0.927
P: -1.641 0.211 -1.352
F: -2.957 0.507 -0.487
F: -1.101 1.726 -1.402
F: -0.733 0.214 -0.024
F: -0.189 -0.210 -2.080
F: -1.998 -1.380 -1.091
F: -2.372 0.312 -2.820
P: 2.818 1.329 -2.910
F: 2.629 0.035 -1.947
F: 1.237 1.633 -2.621
F: 2.947 2.051 -1.517
F: 2.848 2.671 -3.778
F: 4.357 0.991 -3.089
F: 2.444 0.321 -4.072
P: 0.485 -0.302 2.963
F: 0.023 -1.056 4.378
F: 1.450 0.787 3.706
F: 1.819 -1.261 2.964
F: 0.958 0.463 1.580
F: -0.268 -1.361 2.021
F: -0.790 0.705 3.066
O: 4.962 -6.701 0.624
C: 4.038 -5.965 0.932
O: 3.248 -5.241 0.170
B: 2.444 -4.244 0.853
O: 2.853 -4.457 2.246
C: 3.668 -5.467 2.394
O: 4.277 -5.841 3.459
O: 2.586 -2.833 0.477
C: 1.468 -2.406 0.122
O: 1.351 -1.190 -0.213
C: 0.433 -3.518 0.194
O: 1.063 -4.597 0.625
O: -0.764 -3.458 -0.043
Br: -6.876 3.391 0.912
C: -5.857 2.919 -0.706
C: -4.925 3.975 -0.806
Br: -3.826 3.580 -2.434
H: -6.512 2.718 -1.553
H: -5.341 1.960 -0.658
H: -4.194 3.845 -0.009
H: -5.282 5.001 -0.889

Atomic partial charges in e from the Mulliken method, atoms 1 to 8: 1.843 -0.555 1.429 1.220 -0.071 -0.200 -0.342 -0.324

---

Formula: C16H23F2N2O8
Source: OMol25
Level of theory: ωB97M-V with the def2-TZVPD basis set

Summary:
Kohn-Sham gap: 9.69 eV
LUMO level: -2.357 eV
Strongest force on any atom: 0.02007 hartree/bohr
Net charge: +1
E_HOMO: -12.04 eV

Cartesian coordinates (Å):
C: 5.352 -1.879 2.466
C: 4.973 -0.665 1.684
O: 5.750 -0.093 0.979
O: 3.701 -0.284 1.833
C: 3.224 0.612 0.817
C: 1.820 1.049 1.151
C: 0.738 0.010 0.794
C: 0.052 -0.617 2.009
C: -1.282 0.066 2.368
C: -2.442 -0.660 1.807
C: -3.176 -1.681 2.345
N: -4.130 -2.054 1.420
C: -4.001 -1.277 0.342
N: -3.003 -0.432 0.558
H: 5.353 -1.652 3.528
H: 4.713 -2.724 2.238
H: 6.365 -2.134 2.190
H: 3.228 0.091 -0.134
H: 3.858 1.488 0.748
H: 1.754 1.374 2.187
H: 1.654 1.937 0.545
H: 0.019 0.453 0.112
H: 1.226 -0.770 0.219
H: 0.707 -0.485 2.866
H: -0.073 -1.688 1.892
H: -1.393 0.036 3.447
H: -1.285 1.106 2.056
H: -3.106 -2.166 3.298
H: -4.795 -2.797 1.543
H: -4.616 -1.371 -0.532
H: -2.681 0.283 -0.108
C: 3.185 -1.471 -3.058
C: 2.413 -2.112 -4.189
O: 1.110 -2.234 -3.635
C: 0.962 -1.248 -2.712
O: -0.075 -0.908 -2.247
O: 2.162 -0.702 -2.406
F: 2.884 -3.340 -4.495
H: 3.574 -2.220 -2.366
H: 3.996 -0.832 -3.393
H: 2.360 -1.513 -5.099
C: -4.864 3.515 -2.001
C: -4.296 4.122 -0.738
O: -3.466 3.065 -0.250
C: -3.072 2.339 -1.320
O: -2.175 1.545 -1.297
O: -3.804 2.627 -2.401
F: -5.250 4.393 0.174
H: -5.763 2.934 -1.797
H: -5.073 4.244 -2.778
H: -3.683 5.010 -0.893

Atomic partial charges in e from the Mulliken method, atoms 1 to 8: -1.065 0.719 -0.537 -0.264 -0.387 -1.128 0.414 -1.013

---

Number 1: calculated total energy -13922.06025 eV. Number 2: calculated total energy -28431.80214 eV. Number 3: calculated total energy -167251.00143 eV. Number 4: calculated total energy -19258.02300 eV. Number 5: calculated total energy -83019.60112 eV. Number 6: calculated total energy -199327.79055 eV. Number 7: calculated total energy -294843.69758 eV. Number 8: calculated total energy -41755.42897 eV.